# 1
Molecular formula: HNO
Method: DFT, the ωB97M-V functional and the def2-TZVPD basis

```
3
Properties=species:S:1:pos:R:3:forces:R:3:mulliken_charge:R:1
H 0.694 -0.284 0.366 2.58 -1.03 1.30 0.196
N -0.279 -0.082 0.332 -0.54 -2.17 5.54 0.050
O -0.416 0.366 -0.698 -2.04 3.19 -6.83 -0.246
```
Positions in Å, forces in eV/Å.

The HOMO energy comes out at -9.26 eV. The calculation puts the energy at -130.48109 hartree. For the LUMO energy, the calculation gives 0.0123 hartree. The energy relative to the best compared isomer or geometry (same formula, charge and spin) comes out at 8.2 kcal per mole. The SMILES is N=O. The value obtained for the orbital gap is 9.598 eV. The charge is 0.

# 2
Molecular formula: C7H9N4O3
Method: DFT, the ωB97M-V functional and the def2-TZVPD basis

```
23
Properties=species:S:1:pos:R:3:forces:R:3:mulliken_charge:R:1
C -3.350 -0.708 0.317 2.95 0.36 -1.25 -0.525
C -1.429 0.244 -0.128 0.51 0.05 0.22 0.734
C -1.242 -1.064 0.211 1.26 0.92 -0.40 0.194
C -0.514 1.449 -0.281 -1.94 -1.19 0.33 0.098
C 1.418 0.084 0.577 -1.02 -0.05 0.60 0.574
C 1.598 2.437 0.562 2.13 -0.21 0.31 -1.032
C 0.959 -0.997 -1.615 -0.02 -0.59 -0.83 -0.790
N -2.777 0.403 -0.054 -0.39 0.77 0.41 -0.500
N -2.397 -1.707 0.408 -0.19 0.55 0.28 -0.064
N 0.831 1.238 0.089 1.91 0.55 1.01 0.057
N 1.229 -1.122 -0.210 -1.13 0.76 1.37 0.272
O -0.971 2.517 -0.562 0.81 -0.21 0.00 -0.489
O 2.063 -0.075 1.566 0.37 0.37 0.32 -0.508
O 1.626 -2.267 0.363 -0.45 0.63 -1.92 -0.300
H -4.356 -0.694 0.461 -2.64 -0.95 0.51 0.509
H 0.951 3.283 0.533 -0.27 0.61 -0.71 0.393
H 1.889 2.374 1.648 -0.34 -0.51 -1.12 0.352
H 2.586 2.536 -0.048 -2.02 0.05 0.95 0.298
H 0.406 0.031 -1.873 1.68 -2.84 0.45 0.375
H 1.942 -1.218 -2.069 -0.28 0.80 -0.49 0.354
H 0.403 -1.917 -1.781 -0.55 0.35 -0.86 0.394
H -2.397 -2.689 0.564 -0.78 -0.59 0.34 0.204
H 1.532 -2.137 1.321 0.39 0.36 0.46 0.401
```
Positions in Å, forces in eV/Å.

The HOMO energy (alpha / beta) comes out at -13.67 / -13.43 eV. The calculation puts the energy at -716.40579 hartree. For the LUMO energy (alpha / beta), the calculation gives -0.2717 / -0.2240 hartree. The energy relative to the best compared isomer or geometry (same formula, charge and spin) comes out at 122.0 kcal per mole. The SMILES is CN(O)C(=O)N(C)C(=O)C1=C=[NH+]C=N1. The value obtained for the orbital gap (alpha / beta) is 6.273 / 7.336 eV. The charge is +1.

# 3
Molecular formula: C6H17N2
Method: DFT, the ωB97M-V functional and the def2-TZVPD basis

```
25
Properties=species:S:1:pos:R:3:forces:R:3:mulliken_charge:R:1
C 0.020 -1.308 -1.675 1.05 0.45 -1.92 -0.589
N -0.227 -0.019 -0.940 0.77 -2.40 2.33 -0.292
C 0.898 0.347 -0.092 1.28 1.46 0.12 -0.512
C 0.721 1.781 0.448 -1.73 1.52 0.67 0.385
C -0.188 1.820 1.677 -0.01 -2.82 2.23 -1.362
C 2.074 2.492 0.760 0.20 -5.92 -2.17 -1.243
C -0.476 -2.513 -0.830 -1.01 0.52 -1.01 -0.269
N -1.138 -1.971 0.396 2.25 -0.83 -0.92 -0.269
H 1.101 -1.438 -1.988 -0.92 0.20 0.85 0.294
H -0.442 -1.140 -2.677 -0.34 -0.79 0.92 0.380
H -0.814 -0.584 -0.078 -1.43 1.11 -0.44 0.451
H 1.058 -0.302 0.833 -0.25 -0.14 -0.76 0.334
H 1.922 0.375 -0.613 -1.39 -0.81 0.16 0.376
H 0.159 2.316 -0.352 0.68 -0.11 0.29 0.235
H 0.352 1.277 2.556 -0.67 0.60 -1.39 0.309
H -1.165 1.263 1.608 0.85 0.37 -0.43 0.293
H -0.468 2.728 2.172 0.20 1.08 -0.54 0.395
H 2.576 1.883 1.589 -0.31 1.21 -1.21 0.281
H 2.535 2.329 -0.263 0.66 0.50 1.46 0.321
H 1.998 3.482 0.916 -0.40 3.32 0.91 0.482
H -1.114 -3.210 -1.476 0.70 0.90 1.00 0.346
H 0.412 -3.100 -0.516 -0.53 -0.43 0.59 0.334
H -4.094 -1.903 -1.418 -0.58 0.20 -1.30 0.190
H -1.911 -2.605 0.750 0.35 1.01 -0.74 0.318
H -3.792 -1.999 -0.786 0.58 -0.19 1.31 -0.188
```
Positions in Å, forces in eV/Å.

The HOMO energy comes out at -14.46 eV. The calculation puts the energy at -347.75694 hartree. For the LUMO energy, the calculation gives -0.3406 hartree. The energy relative to the best compared isomer or geometry (same formula, charge and spin) comes out at 209.5 kcal per mole. The value obtained for the orbital gap is 5.191 eV. The charge is +1.

Number 1 is which compound? HNO

energy of number 2 (C7H9N4O3)? -716.40579 hartree

What is the formula in the second record? C7H9N4O3